1.
94
Properties=species:S:1:pos:R:3:forces:R:3:mulliken_charge:R:1 method="wB97M-V/def2-TZVPD" energy_ev=-670879.5053 total_charge=-2
Ti -0.2199 1.8630 -0.4723 -1.3 -0.4 0.0 -1.022
S 1.4082 1.2128 3.3390 0.0 0.2 0.1 -0.236
C 0.9513 -0.2477 2.7730 0.4 -0.1 0.2 -0.396
N 0.2814 -1.1689 3.5236 -0.6 0.1 -0.5 0.492
C -0.1267 -2.4190 2.9037 0.1 -0.2 0.1 -0.062
C 0.9915 -2.9128 2.0371 -0.2 -0.1 0.1 -1.058
N 1.2685 -1.9127 1.0101 1.0 -0.2 0.6 0.442
C 1.8389 -2.4481 -0.2201 -0.3 0.0 -0.4 -0.925
C 0.8071 -3.2944 -0.9175 -0.1 0.1 -0.1 0.424
C -0.4297 -2.7052 -1.1921 0.1 0.0 0.0 -0.136
C -1.4198 -3.4262 -1.8367 -0.1 0.0 -0.1 -1.175
C -1.1787 -4.7439 -2.2130 0.1 0.0 0.0 -0.597
C 0.0477 -5.3337 -1.9421 0.0 0.0 0.0 -0.594
C 1.0402 -4.6096 -1.2897 0.0 0.0 0.0 -0.420
C 1.3885 -0.6458 1.3580 -0.5 0.4 0.0 0.637
S 1.9615 0.5444 0.3117 0.4 -0.2 -0.3 -0.521
C -0.6468 -0.7013 4.5559 0.2 0.0 0.3 -0.790
C -0.6710 -1.6421 5.7311 0.0 0.0 0.0 -0.290
C -1.8223 -2.3423 6.0671 0.0 0.0 0.0 0.026
C -1.8311 -3.2108 7.1524 0.0 0.0 0.0 -0.676
C -0.6838 -3.3881 7.9095 0.0 0.0 0.0 -0.344
C 0.4738 -2.6917 7.5786 0.0 0.0 0.0 -0.592
C 0.4781 -1.8260 6.4976 0.0 0.0 0.0 -0.372
H -1.0338 -2.2773 2.3156 0.0 0.1 0.1 -0.334
H -0.3371 -3.1513 3.6850 0.1 0.1 0.1 0.606
H 0.7084 -3.8451 1.5521 0.0 0.1 -0.1 0.492
H 1.8959 -3.0867 2.6314 0.0 0.0 0.0 0.268
H 2.7670 -2.9860 -0.0037 -0.1 -0.1 0.2 0.350
H 2.0961 -1.5968 -0.8401 0.1 0.0 0.1 -0.248
H -0.6194 -1.6768 -0.8927 0.0 0.0 0.0 1.012
H -2.3724 -2.9529 -2.0438 -0.1 0.0 0.1 0.471
H -1.9525 -5.3101 -2.7158 0.0 0.0 0.0 0.433
H 0.2334 -6.3606 -2.2329 0.0 0.0 0.0 0.362
H 1.9990 -5.0692 -1.0721 0.0 0.0 0.0 0.396
H -1.6400 -0.5815 4.1108 0.0 -0.1 -0.1 0.056
H -0.2978 0.2770 4.8778 0.0 0.0 0.0 0.729
H -2.7172 -2.2066 5.4705 0.0 0.0 0.0 0.442
H -2.7358 -3.7510 7.4017 0.0 0.0 0.0 0.382
H -0.6872 -4.0677 8.7527 0.0 0.0 0.0 0.358
H 1.3721 -2.8227 8.1693 0.0 0.0 0.0 0.371
H 1.3770 -1.2826 6.2281 0.0 0.0 0.0 0.419
Br -5.3488 0.6209 -4.8958 0.0 0.0 0.0 -0.229
C -4.2844 1.3668 -3.5269 0.0 0.0 0.0 0.318
C -4.8170 2.2888 -2.6381 0.0 0.0 0.0 0.273
Br -6.6275 2.8064 -2.7610 0.0 0.0 0.0 -0.232
C -4.0122 2.8363 -1.6319 0.0 0.1 0.0 0.035
Br -4.6476 4.0994 -0.3864 0.0 0.0 0.0 -0.196
C -2.6892 2.4602 -1.5187 0.0 -0.2 -0.1 -0.125
O -1.8212 2.9293 -0.6291 0.2 -0.2 0.0 -0.813
C -2.1614 1.4905 -2.3930 0.0 -0.1 0.0 -0.123
O -0.9014 1.1554 -2.1436 0.3 0.2 0.1 1.289
C -2.9482 0.9726 -3.4016 0.0 -0.1 0.0 -0.257
Br -2.1530 -0.3070 -4.5451 0.0 0.0 0.0 -0.113
Br 2.5699 8.2009 -0.8049 0.0 0.0 0.0 -0.224
C 1.8192 6.5835 -0.1692 0.0 0.0 -0.1 0.163
C 1.4518 6.4502 1.1595 0.0 0.0 0.0 0.297
Br 1.7080 7.8735 2.3812 0.0 0.0 0.0 -0.221
C 0.8830 5.2489 1.6077 0.0 0.1 0.0 -0.334
Br 0.3029 4.9936 3.3861 0.0 0.0 0.0 -0.183
C 0.6948 4.1925 0.7350 0.0 0.0 0.0 0.192
O 0.1374 3.0472 1.0536 0.0 0.0 -0.2 0.440
C 1.1165 4.3047 -0.6213 -0.2 0.1 0.2 0.248
O 0.9148 3.2398 -1.3597 0.0 -0.1 0.3 0.126
C 1.6407 5.5105 -1.0566 0.2 0.0 -0.1 -0.200
Br 2.1169 5.6176 -2.8832 0.0 0.0 0.0 -0.156
C 1.4669 1.7832 -4.2969 0.0 0.1 0.0 -0.016
C 2.2185 1.3120 -5.5734 0.0 0.0 0.0 -0.768
N 3.0490 0.1338 -5.2817 0.0 0.0 0.0 -0.240
C 4.0566 0.4944 -4.2787 0.0 0.0 0.0 -0.770
C 3.3755 1.1323 -3.0376 0.0 0.2 -0.1 -0.719
N 1.9281 1.0057 -3.1518 0.0 -0.3 0.1 0.392
C 1.5816 -0.3989 -3.3653 -0.1 0.1 -0.1 0.889
C 2.1848 -0.9004 -4.7020 0.0 0.0 0.0 -1.022
H 0.3888 1.6441 -4.3827 0.0 0.0 0.0 0.047
H 1.6498 2.8381 -4.0861 0.0 0.0 0.0 -0.032
H 2.8760 2.0955 -5.9614 0.0 0.0 0.0 0.240
H 1.5199 1.0416 -6.3691 0.0 0.0 0.0 0.370
H 4.7751 1.1801 -4.7370 0.0 0.0 0.0 0.306
H 4.5957 -0.4199 -4.0128 0.0 0.0 0.0 0.314
H 3.6052 2.1992 -2.9721 0.0 0.0 0.0 0.512
H 3.6987 0.6678 -2.1022 0.0 -0.1 0.0 0.293
H 0.4951 -0.4820 -3.3596 0.0 0.0 0.0 -0.144
H 1.9618 -0.9699 -2.5218 0.1 0.0 0.0 -0.727
H 1.3992 -1.1271 -5.4272 0.0 0.0 0.0 0.233
H 2.7790 -1.8085 -4.5629 0.0 0.0 0.0 0.428
N -2.5660 1.5215 1.9688 0.1 0.1 -0.1 -0.090
C -2.1350 0.3381 1.3973 -0.1 -0.2 -0.1 0.431
O -1.1303 0.4689 0.5169 0.6 0.9 -0.2 1.846
C -2.7222 -0.8537 1.5951 1.0 0.1 1.1 -2.172
I -5.0927 -1.1429 -0.5163 -0.4 -0.2 -0.5 -0.842
H -1.9491 2.3168 1.9190 0.0 0.0 0.0 -0.029
H -3.1832 1.4637 2.7570 0.0 0.0 0.0 0.264
H -3.4507 -0.9905 2.3814 -0.3 0.0 -0.3 0.283
H -2.2827 -1.7279 1.1470 -0.4 0.0 -0.5 0.369

=====

2.
90
Properties=species:S:1:pos:R:3:forces:R:3:mulliken_charge:R:1 method="wB97M-V/def2-TZVPD" energy_ev=-161947.9599 smiles=ClC(Cl)(Cl)Cl.ClC(Cl)(Cl)Cl.Oc1ccc(O)cc1.Oc1ccc(O)cc1.Oc1ccc(O)cc1.Oc1ccc(O)cc1.Fc1ccccc1.Fc1ccccc1 total_charge=0
F -2.8312 -18.0734 13.6640 -0.6 1.0 0.6 -0.308
C -2.4345 -17.0712 14.5161 1.1 -0.6 0.6 0.191
C -3.2159 -16.0038 14.9187 -1.6 -0.5 -2.0 -0.169
C -2.7698 -14.9420 15.6724 1.1 -1.5 0.8 -0.762
C -1.4938 -15.0946 16.2062 2.3 -0.5 -0.3 -0.176
C -0.6012 -16.1787 15.8286 -3.1 -0.4 -1.1 -0.640
C -1.1500 -17.2111 14.9987 0.9 1.6 0.9 -0.163
H -4.2038 -15.9765 14.4832 -0.3 0.1 0.0 0.384
H -3.4264 -14.1250 15.9331 0.1 0.0 0.0 0.415
H -1.1140 -14.3484 16.8884 0.1 0.1 0.0 0.388
H 0.4447 -16.3398 16.0445 -0.1 0.7 0.7 0.431
H -0.5383 -18.0603 14.7320 0.0 -0.1 -0.2 0.408
F -8.4804 -9.2821 24.6907 -0.6 -0.5 -0.3 -0.305
C -7.9860 -10.5442 24.6238 0.4 -0.5 1.2 0.609
C -6.5991 -10.6093 24.5628 -1.0 0.6 -0.5 -0.712
C -5.9618 -11.8159 24.5906 0.6 -0.2 0.7 0.144
C -6.6479 -12.9878 24.8796 -1.3 0.5 -0.3 -0.934
C -8.0637 -12.9335 24.9966 0.5 1.2 -0.9 -0.147
C -8.7712 -11.6922 24.8411 1.6 -0.3 -0.2 -0.705
H -6.0320 -9.6930 24.4911 0.0 0.1 -0.1 0.478
H -4.8877 -11.7316 24.5154 0.2 -0.6 -0.1 0.326
H -6.0797 -13.9030 24.9582 -0.3 -0.2 0.0 0.386
H -8.6218 -13.8571 25.0424 -0.1 0.0 0.4 0.385
H -9.8481 -11.6143 24.8665 0.0 -0.1 0.1 0.432
C -3.2161 -12.8042 20.5514 2.4 -0.5 0.6 -0.457
C -3.5584 -11.8580 21.5115 1.5 0.1 0.3 -0.385
C -2.5994 -11.4991 22.5115 -1.0 1.7 -0.3 -0.165
C -1.2839 -11.9754 22.4832 -2.6 1.1 2.4 -0.636
C -0.9959 -12.9541 21.6367 0.4 -2.7 -4.2 -0.252
C -1.8954 -13.3730 20.5846 -1.0 0.9 1.4 0.075
O -1.6022 -14.2911 19.6011 -0.2 0.3 -0.1 -0.303
O -2.9914 -10.5623 23.4815 -0.8 -0.8 -0.9 -0.384
H -3.9236 -13.0820 19.7842 0.1 -0.1 -0.1 0.698
H -4.4986 -11.3645 21.3144 -0.1 0.2 0.9 0.499
H -0.6825 -11.7777 23.3582 0.4 0.3 -0.1 0.614
H 0.0003 -13.3704 21.6636 0.1 -0.3 -0.1 0.534
H -1.0266 -15.0133 19.8632 0.2 0.1 0.4 0.160
H -2.3004 -10.0207 23.8698 0.6 -0.2 0.0 0.173
C 4.1053 -16.7867 22.0482 -1.0 0.4 -0.6 -0.601
C 3.0550 -15.8587 22.0519 2.1 0.8 -0.5 -0.650
C 3.3837 -14.4925 21.6986 -0.5 -3.2 0.6 0.368
C 4.6804 -14.1558 21.3873 -0.4 -0.2 -0.1 -0.413
C 5.7087 -15.1213 21.3394 -1.7 1.3 -0.1 -0.531
C 5.3792 -16.4392 21.6053 0.3 2.0 0.9 0.722
O 6.3718 -17.3159 21.7201 0.9 -2.2 0.0 -0.536
O 2.3472 -13.6385 21.7212 -0.9 0.7 0.1 -0.251
H 3.9299 -17.8123 22.3377 0.0 -0.1 0.0 0.410
H 2.0700 -16.1939 22.3413 -0.1 0.3 0.0 0.455
H 4.7680 -13.1013 21.1708 0.8 0.2 -0.1 0.317
H 6.7060 -14.7469 21.1616 0.2 -0.4 -0.1 0.283
H 7.2244 -16.9389 21.4909 -0.1 0.2 -0.1 0.286
H 2.5157 -12.8371 21.2202 0.3 0.3 0.0 0.107
C -2.3370 -6.5391 25.5670 0.1 0.5 1.6 -0.728
C -2.7018 -5.2307 25.2047 0.2 -1.9 -0.5 -0.468
C -2.4087 -4.8080 23.9300 0.1 1.1 0.2 0.917
C -1.5634 -5.6033 23.1606 -0.5 -0.4 -1.3 -0.927
C -1.1941 -6.8740 23.5704 0.1 -0.3 0.0 0.101
C -1.5423 -7.3854 24.7870 -0.5 0.6 1.0 0.209
O -1.0347 -8.6421 25.1506 -1.4 1.1 0.3 -0.661
O -2.9094 -3.5817 23.5184 0.8 -0.6 -0.8 -0.538
H -2.6162 -6.7019 26.5975 0.1 -1.0 0.1 0.385
H -3.2790 -4.6164 25.8800 -0.1 0.0 0.1 0.271
H -1.3278 -5.4221 22.1223 0.0 0.8 0.0 0.336
H -0.6516 -7.6192 23.0076 0.3 0.7 -0.9 0.316
H -0.2347 -8.7211 24.6259 0.5 -0.4 -0.2 0.551
H -3.4862 -3.2178 24.1940 0.0 -0.2 0.1 0.290
C 4.4590 -9.3715 21.9427 -0.2 1.6 2.5 -0.588
C 3.6403 -8.9175 23.0138 0.1 -1.4 -1.6 -0.964
C 2.2734 -9.1711 22.8848 1.2 0.6 2.0 0.306
C 1.7710 -9.8902 21.8314 -0.4 -0.3 -1.4 0.147
C 2.5500 -10.2283 20.7097 0.3 1.5 2.0 -1.331
C 3.9227 -9.8672 20.8124 -2.7 -1.4 -1.2 0.975
O 4.6847 -10.0884 19.7478 1.1 -0.3 -1.2 -0.524
O 1.4268 -8.7745 23.9197 -0.5 -0.4 -0.6 -0.322
H 5.5292 -9.2315 21.9788 0.2 0.1 0.1 0.317
H 4.0798 -8.5209 23.9171 -0.1 0.2 0.0 0.359
H 0.7232 -10.1491 21.7916 -0.2 0.1 0.2 0.538
H 2.0004 -10.5375 19.8330 0.6 -0.4 -0.2 0.480
H 5.5532 -9.7549 19.9849 0.4 -0.1 -0.5 0.275
H 1.8674 -8.3170 24.6395 0.5 0.0 -0.2 0.214
C -0.6865 -18.9075 19.4923 0.6 -0.2 -0.4 0.290
Cl -1.9469 -18.9484 18.2203 0.4 -0.1 0.9 -0.050
Cl 0.8406 -18.3476 18.6965 -0.6 0.0 0.5 -0.105
Cl -1.1447 -17.8130 20.8296 0.1 -0.4 -0.6 -0.067
Cl -0.3216 -20.5397 20.1674 -0.5 0.7 -0.3 -0.097
C -7.0660 -15.2120 20.5623 1.0 0.6 -0.4 0.214
Cl -7.7167 -16.5847 21.4402 -0.3 0.3 -0.2 -0.086
Cl -7.9664 -14.8416 19.0154 0.6 -0.4 1.3 -0.102
Cl -7.0302 -13.7381 21.6175 -0.2 -0.9 -0.7 0.008
Cl -5.3366 -15.6375 20.1579 -1.0 0.3 0.0 -0.032

=====

3.
82
Properties=species:S:1:pos:R:3:forces:R:3:mulliken_charge:R:1 method="wB97M-V/def2-TZVPD" energy_ev=-138881.7526 total_charge=-2
Zn -1.8513 -2.5693 -0.4511 0.0 0.0 0.0 0.320
C -3.5259 -5.4794 2.1366 0.0 0.0 0.0 -1.451
C -2.5789 -4.3275 1.8671 0.0 0.0 0.0 1.100
O -2.9080 -3.6281 0.8328 0.0 0.0 0.0 -0.675
C -1.5030 -4.1514 2.6887 0.0 0.0 0.0 -1.448
C -0.4892 -3.1102 2.5540 0.0 0.0 0.0 0.928
C 0.9464 -3.5706 2.5497 0.0 0.0 0.0 -1.057
N -0.6834 -1.8466 2.4522 -0.1 0.0 0.0 0.219
N -1.9771 -1.3743 2.6606 0.0 0.0 -0.1 -0.818
C -2.5124 -0.8220 1.6282 0.0 0.0 0.1 0.051
O -2.0327 -0.7846 0.4178 0.0 0.0 0.0 0.920
C -3.8420 -0.1638 1.8310 0.0 0.0 0.0 0.301
C -4.2571 0.2757 3.0861 0.0 0.0 0.0 -0.490
C -5.4886 0.8928 3.2433 0.0 0.0 0.0 -0.543
C -6.3269 1.0736 2.1483 0.0 0.0 0.0 -0.365
C -5.9223 0.6287 0.8970 0.0 0.0 0.0 -0.768
C -4.6858 0.0171 0.7386 0.0 0.0 0.0 -0.238
H -3.5680 -6.1288 1.2594 0.0 0.0 0.0 0.284
H -3.2342 -6.0615 3.0117 0.0 0.0 0.0 0.343
H -4.5295 -5.0766 2.2905 0.0 0.0 0.0 0.284
H -1.2873 -4.9424 3.4005 0.0 0.0 0.0 0.078
H 1.1555 -4.1442 3.4600 0.0 0.0 0.0 0.368
H 1.1227 -4.2187 1.6904 0.0 0.0 0.0 0.242
H 1.6257 -2.7211 2.4973 0.0 0.0 0.0 0.104
H -3.5934 0.1179 3.9261 0.0 0.0 0.0 0.445
H -5.7981 1.2374 4.2241 0.0 0.0 0.0 0.365
H -7.2906 1.5551 2.2720 0.0 0.0 0.0 0.365
H -6.5723 0.7504 0.0383 0.0 0.0 0.0 0.402
H -4.3643 -0.3456 -0.2303 0.0 0.0 0.0 0.287
S -4.9020 -2.1045 -4.1530 0.0 0.0 0.0 -0.540
C -3.8303 -2.2572 -2.9188 0.0 0.0 0.0 0.770
N -3.0720 -2.3659 -2.0424 0.0 0.0 0.0 -0.675
Cl 0.2115 -3.3982 -0.9775 0.0 0.0 0.0 -0.647
C 0.9461 0.0702 -0.2223 0.0 0.0 0.1 1.319
P -0.0860 0.1430 -1.7707 0.0 0.0 0.0 0.190
C -0.7502 1.8627 -1.7013 0.0 0.0 0.0 0.076
C -0.0781 3.0468 -2.0039 0.0 0.0 0.0 0.358
C -0.7017 4.2767 -1.8550 0.0 0.0 0.0 -1.004
C -2.0066 4.3448 -1.3830 0.0 0.0 0.0 -0.609
C -2.6836 3.1765 -1.0669 0.0 0.0 0.0 -0.501
C -2.0633 1.9455 -1.2351 0.0 0.0 0.0 -0.918
C 1.2140 0.1748 -3.0781 0.0 0.0 0.0 0.592
C 1.3116 1.0955 -4.1190 0.0 0.0 0.0 -0.333
C 2.2714 0.9529 -5.1152 0.0 0.0 0.0 -0.714
C 3.1380 -0.1279 -5.1063 0.0 0.0 0.0 -0.450
C 3.0137 -1.0866 -4.1069 0.0 0.0 0.0 -0.693
C 2.0590 -0.9434 -3.1154 0.0 0.0 0.0 -0.489
P 1.6417 1.6231 0.4838 0.0 0.0 0.0 0.035
C 2.9985 2.0566 -0.6862 0.0 0.0 0.0 0.550
C 3.2070 3.4027 -0.9777 0.0 0.0 0.0 -0.560
C 4.2078 3.7994 -1.8562 0.0 0.0 0.0 -0.592
C 5.0100 2.8451 -2.4646 0.0 0.0 0.0 -0.589
C 4.8173 1.4994 -2.1791 0.0 0.0 0.0 -0.695
C 3.8266 1.1130 -1.2895 0.0 0.0 0.0 0.187
C 2.6509 0.9403 1.8638 0.0 0.0 0.0 0.403
C 2.0513 0.0434 2.7525 0.0 0.0 0.0 -0.526
C 2.7468 -0.4149 3.8624 0.0 0.0 0.0 -0.482
C 4.0405 0.0202 4.1163 0.0 0.0 0.0 -0.495
C 4.6399 0.9170 3.2439 0.0 0.0 0.0 -0.614
C 3.9515 1.3719 2.1270 0.0 0.0 0.0 -0.559
H 1.6966 -0.7110 -0.3587 0.0 0.0 0.0 0.688
H 0.2505 -0.3197 0.5307 0.0 0.0 0.0 -2.099
H 0.9475 3.0154 -2.3457 0.0 0.0 0.0 0.697
H -0.1602 5.1855 -2.0939 0.0 0.0 0.0 0.414
H -2.4898 5.3069 -1.2557 0.0 0.0 0.0 0.347
H -3.6969 3.2137 -0.6856 0.0 0.0 0.0 0.477
H -2.5813 1.0299 -0.9725 0.0 0.0 0.0 0.266
H 0.6300 1.9340 -4.1662 0.0 0.0 0.0 0.563
H 2.3339 1.6935 -5.9045 0.0 0.0 0.0 0.383
H 3.8867 -0.2374 -5.8822 0.0 0.0 0.0 0.386
H 3.6532 -1.9618 -4.1090 0.0 0.0 0.0 0.375
H 1.9350 -1.7242 -2.3715 0.0 0.0 0.0 0.140
H 2.5571 4.1419 -0.5215 0.0 0.0 0.0 0.387
H 4.3503 4.8510 -2.0764 0.0 0.0 0.0 0.382
H 5.7788 3.1475 -3.1660 0.0 0.0 0.0 0.342
H 5.4286 0.7457 -2.6600 0.0 0.0 0.0 0.387
H 3.6879 0.0620 -1.0728 0.0 0.0 0.0 0.434
H 1.0466 -0.3346 2.5813 0.0 0.0 0.0 0.576
H 2.2655 -1.1249 4.5246 0.0 0.0 0.0 0.464
H 4.5790 -0.3418 4.9845 0.0 0.0 0.0 0.352
H 5.6522 1.2608 3.4249 0.0 0.0 0.0 0.370
H 4.4392 2.0630 1.4495 0.0 0.0 0.0 0.323

=====

no.,HOMO level (eV),orbital gap (eV)
1,-1.2,4.09
2,-7.9,7.83
3,-2.1,6.18